# 1
Molecular formula: C31H30FeIN9S
Method: DFT, ωB97M-V with the def2-TZVPD basis set

XYZ file:
```
73
Properties=species:S:1:pos:R:3:lowdin_charge:R:1
Fe 1.15970 0.22311 0.45286 0.217
C -1.75392 3.21150 4.25681 -0.104
C -1.12125 2.10039 4.79704 -0.087
C -0.68639 1.07385 3.97361 -0.041
C -0.88508 1.13366 2.59288 -0.294
C -1.50615 2.26046 2.05894 -0.062
C -1.94037 3.28581 2.88306 -0.087
N -0.39335 0.12026 1.75068 0.033
C -0.68293 -1.14741 2.00371 -0.239
C -1.75181 -1.62829 2.83416 -0.021
C -1.98494 -2.96297 2.94769 -0.082
C -1.18243 -3.93983 2.28850 -0.103
C -0.13867 -3.53388 1.51599 -0.026
C 0.12572 -2.15238 1.37422 -0.206
N 1.15751 -1.63034 0.67122 -0.056
N 2.05712 -2.37846 0.13268 0.105
C 3.01941 -1.59436 -0.48968 -0.306
C 4.11892 -2.20737 -1.09400 -0.013
C 5.07860 -1.41369 -1.68467 -0.072
C 4.93261 -0.02889 -1.66826 -0.065
C 3.81256 0.50643 -1.06033 -0.113
N 2.87907 -0.25243 -0.48891 0.039
H -2.08791 4.01675 4.89807 0.095
H -0.95454 2.03582 5.86520 0.100
H -0.17373 0.21580 4.39245 0.117
H -1.62320 2.33324 0.98664 0.079
H -2.41860 4.15443 2.44787 0.100
H -2.39676 -0.91392 3.32718 0.112
H -2.82178 -3.29776 3.54956 0.103
H -1.41116 -4.99019 2.40585 0.093
H 0.50169 -4.23499 0.99823 0.103
H 4.18888 -3.28531 -1.07511 0.109
H 5.94261 -1.86658 -2.15400 0.106
H 5.67029 0.62311 -2.11308 0.100
H 3.62845 1.57335 -1.01195 0.081
S 1.41248 2.63184 0.37208 0.640
C 2.23036 2.18369 1.83450 -0.719
C 2.79335 3.02127 2.80460 -0.080
C 3.39803 2.45039 3.90292 -0.075
C 3.44496 1.06178 4.03922 -0.075
C 2.86040 0.29489 3.05276 -0.113
N 2.27786 0.84696 1.99103 -0.050
H 2.73471 4.09304 2.67841 0.104
H 3.83526 3.08293 4.66565 0.105
H 3.91375 0.59322 4.89230 0.097
H 2.83984 -0.78834 3.09788 0.118
I -6.58207 -1.49453 -0.40259 0.838
C -4.61449 -0.91129 -0.57425 -0.789
C -4.14302 0.36826 -0.75359 -0.159
N -2.79929 0.26016 -0.80266 -0.012
N -2.37308 -0.99309 -0.64568 0.044
C -3.46431 -1.72433 -0.51173 -0.203
H -4.65374 1.31183 -0.83804 0.115
H -2.10422 0.98522 -0.88674 0.128
H -3.39458 -2.78680 -0.34339 0.106
N 0.27534 0.01880 -1.27932 0.171
C 0.11792 -0.26091 -2.38620 -0.183
N -0.10624 -0.55325 -3.64683 -0.078
C -1.30695 -1.33536 -3.97526 -0.135
C -2.42095 -0.42102 -4.46508 -0.176
C -1.93035 0.46568 -5.60898 -0.198
C -0.69279 1.26109 -5.19507 -0.177
C 0.40626 0.33058 -4.69859 -0.136
H -1.60037 -1.89022 -3.08525 0.113
H -1.02779 -2.05340 -4.75193 0.128
H -2.76097 0.20012 -3.62985 0.103
H -3.27187 -1.02741 -4.78068 0.117
H -2.72334 1.14338 -5.92796 0.111
H -1.68508 -0.16148 -6.47335 0.115
H -0.95306 1.95964 -4.39377 0.118
H -0.31471 1.85442 -6.02974 0.114
H 1.25734 0.87918 -4.29827 0.128
H 0.76722 -0.30583 -5.51173 0.127
```

Values from the calculation:
E_HOMO (alpha / beta), eV: -6.512 / -6.514
LUMO (alpha / beta), eV: -0.5 / -0.5

=====

# 2
Molecular formula: C31H30N2NaO
Method: DFT, ωB97M-V with the def2-TZVPD basis set

XYZ file:
```
65
Properties=species:S:1:pos:R:3:lowdin_charge:R:1
C -5.52760 -2.86918 2.02672 -0.061
C -4.52360 -1.75428 2.12415 -0.292
C -3.65592 -1.68712 3.21774 -0.016
C -2.75800 -0.62514 3.36136 -0.198
C -1.90181 -0.51820 4.58196 -0.025
C -2.69637 0.32385 2.33712 -0.137
N -1.77835 1.41730 2.44507 0.018
C -0.40695 1.38940 2.35459 -0.162
C 0.36403 0.20698 2.04290 -0.418
C 1.77783 0.32370 1.79929 -0.085
C 2.61492 -0.73198 2.01817 -0.110
C 4.02604 -0.51609 2.32880 -0.220
C 4.67082 -1.27787 3.33543 -0.048
C 6.00001 -1.01981 3.66818 -0.118
C 6.72749 -0.03905 2.97021 -0.135
C 6.09779 0.71426 1.97188 -0.112
C 4.75188 0.49907 1.66713 -0.053
O -0.20113 -0.93702 1.96497 -0.187
N 0.01766 2.65361 2.59338 -0.096
C 1.37805 3.13798 2.69008 -0.042
C -1.07742 3.48287 2.78553 -0.069
C -2.18202 2.72957 2.68854 -0.077
C -3.55282 0.29488 1.23332 -0.199
C -3.49833 1.36152 0.18504 -0.032
C -4.44914 -0.77482 1.13332 -0.018
H -6.30372 -2.63007 1.29002 0.074
H -5.05409 -3.81476 1.72337 0.080
H -6.01381 -3.04411 2.99579 0.079
H -3.69999 -2.45273 3.99615 0.120
H -1.92851 0.47744 5.04200 0.089
H -2.25676 -1.23600 5.33108 0.074
H -0.85660 -0.77232 4.36547 0.085
H 2.12524 1.24331 1.32459 0.090
H 2.21265 -1.73495 2.16496 0.120
H 4.08376 -2.03644 3.86657 0.107
H 6.47115 -1.58013 4.48007 0.089
H 7.77239 0.14902 3.22375 0.082
H 6.64643 1.48835 1.43395 0.090
H 4.25784 1.10208 0.90104 0.101
H 1.34653 4.08517 3.23702 0.079
H 2.01630 2.43576 3.23736 0.094
H 1.80466 3.34076 1.69945 0.086
H -0.95226 4.53553 2.98038 0.106
H -3.22011 3.00419 2.77137 0.111
H -4.23231 1.12645 -0.59537 0.076
H -3.74711 2.35918 0.57616 0.071
H -2.51381 1.42078 -0.30315 0.095
H -5.12249 -0.81629 0.27312 0.116
C 2.77822 -3.65776 -1.22734 -0.118
Na -1.52194 -2.25106 0.90618 0.547
C 3.55199 -2.59503 -0.70025 -0.122
C 2.69771 -1.47453 -0.51814 -0.126
C 1.39403 -1.80133 -1.00089 -0.212
C 1.42736 -3.19274 -1.41753 -0.234
C 0.26857 -3.78016 -1.94204 -0.084
C -0.90044 -3.02546 -2.03159 -0.177
C -0.91694 -1.65730 -1.68299 -0.192
C 0.23681 -1.03303 -1.19363 -0.070
H 3.12038 -4.65068 -1.50433 0.063
H 4.61081 -2.62365 -0.45493 0.079
H 3.00276 -0.46607 -0.25641 0.070
H 0.32565 -4.81092 -2.30034 0.094
H -1.80238 -3.48128 -2.44762 0.074
H -1.82811 -1.06787 -1.82912 0.080
H 0.28764 0.04654 -1.02692 0.106
```

Values from the calculation:
E_HOMO, eV: -1.535
LUMO, eV: 1.8
Charge: -1

=====

# 3
Molecular formula: C31H30N7O3OsS
Method: DFT, ωB97M-V with the def2-TZVPD basis set

XYZ file:
```
73
Properties=species:S:1:pos:R:3:lowdin_charge:R:1
Os 0.70407 0.34634 -0.92046 1.624
C 1.63045 -2.73422 -3.85759 0.020
C 1.27032 -1.46302 -3.18501 -0.202
N 1.29918 -1.31036 -1.89672 -0.135
N 1.85890 -2.29725 -1.10988 0.118
C 2.23733 -1.77649 0.01903 -0.383
O 2.01889 -0.49039 0.29617 -0.259
C 2.95054 -2.57834 1.01300 -0.162
C 3.21742 -3.92772 0.77429 -0.015
C 3.90196 -4.66818 1.72015 -0.047
C 4.32826 -4.06880 2.89984 -0.042
C 4.06176 -2.72816 3.14180 -0.053
C 3.37169 -1.98289 2.20190 -0.019
C 0.98606 -0.23378 -3.94683 -0.223
C 0.88618 -0.21213 -5.32524 0.034
C 0.76966 1.01392 -5.97120 0.006
C 0.76126 2.17454 -5.21905 -0.005
C 0.84102 2.06822 -3.83719 -0.106
N 0.94678 0.89794 -3.21672 -0.018
H 1.82221 -3.51247 -3.12852 0.083
H 2.52244 -2.59446 -4.47336 0.119
H 0.82211 -3.04546 -4.52355 0.108
H 2.89686 -4.38061 -0.15390 0.113
H 4.11153 -5.71374 1.53908 0.118
H 4.87434 -4.64906 3.63207 0.120
H 4.39425 -2.26869 4.06286 0.114
H 3.15761 -0.93742 2.37812 0.105
H 0.91683 -1.13265 -5.89148 0.130
H 0.70449 1.05552 -7.05053 0.134
H 0.70269 3.14797 -5.68542 0.127
H 0.83190 2.95172 -3.20907 0.121
N -0.83550 3.72087 1.20835 0.199
C -0.11116 3.97935 2.36708 -0.178
C -0.61399 4.84847 3.32614 0.028
C 0.12428 5.08982 4.46649 0.022
C 1.37265 4.47228 4.66897 0.006
C 1.88121 3.60963 3.73098 -0.047
C 1.13701 3.35324 2.57084 -0.396
S 1.77518 2.27194 1.41994 1.250
N 0.56863 2.10168 0.29134 -0.373
C -0.54016 2.80164 0.28383 -0.271
C -1.49600 2.53053 -0.81899 -0.188
C -2.55231 3.36528 -1.13233 0.032
C -3.38535 3.01602 -2.18860 0.011
C -3.13505 1.84545 -2.87990 0.018
C -2.04562 1.06952 -2.50928 -0.086
N -1.23778 1.40984 -1.51142 -0.016
H -1.70942 4.22126 1.11340 0.162
H -1.57288 5.33091 3.17606 0.139
H -0.26650 5.76589 5.21566 0.139
H 1.93681 4.67780 5.56868 0.139
H 2.84302 3.13322 3.87949 0.133
H -2.73408 4.29143 -0.60209 0.127
H -4.21473 3.65522 -2.46060 0.138
H -3.76652 1.53372 -3.70062 0.134
H -1.81057 0.14376 -3.01817 0.128
O -0.60900 -0.31211 1.27376 -0.023
C -1.15248 -1.24741 0.66166 -0.631
O -1.24665 -1.33569 -0.59546 -0.075
C -1.68276 -2.45021 1.45878 -0.154
N -2.83530 -3.04006 0.67274 0.113
C -4.12665 -2.65390 1.37926 -0.070
C -3.69059 -1.65147 2.44303 -0.133
C -2.27815 -2.11670 2.81232 -0.107
H -0.87414 -3.18115 1.48149 0.174
H -2.75732 -4.05325 0.60164 0.188
H -2.75115 -2.66268 -0.28014 0.157
H -4.53653 -3.55625 1.82499 0.140
H -4.83567 -2.27070 0.65175 0.135
H -4.37723 -1.65155 3.28559 0.131
H -3.65442 -0.64189 2.02842 0.120
H -2.31577 -3.00582 3.44332 0.136
H -1.68630 -1.35782 3.31507 0.126
```

Values from the calculation:
E_HOMO (alpha / beta), eV: -15.313 / -15.276
LUMO (alpha / beta), eV: -9.2 / -11.0
Spin multiplicity: 5
Charge: +3